Run a
Entry from the OMol25 dataset: the molecule C27H30N4O4 (ωB97M-V/def2-TZVPD).

## Properties
- orbital gap (eV) = 9.09
- molecular weight (g mol⁻¹) = 474.6

Structure (XYZ):
```
65
C27H30N4O4, DFT ωB97M-V/def2-TZVPD
C -0.7261 -0.4967 -2.2163
C -1.9203 0.1233 -1.4927
C -3.0044 -0.8708 -1.1853
C -3.5485 -1.6570 -2.1959
C -4.5447 -2.5798 -1.9399
C -5.0326 -2.7369 -0.6537
C -4.5211 -1.9552 0.3639
C -3.5163 -1.0318 0.1032
N -3.0651 -0.2114 1.1797
C -3.8312 1.0032 1.4263
C -3.1862 2.2300 0.7594
O -3.6647 2.7749 -0.2136
N -2.0669 2.6184 1.3893
C -1.1765 3.6333 0.8634
C 0.0931 3.0095 0.3428
C 0.3587 2.9510 -1.0147
C 1.5193 2.3658 -1.4947
C 2.4383 1.8186 -0.6075
O 3.6201 1.2420 -0.9636
C 3.9446 1.1719 -2.3298
C 2.1672 1.8583 0.7616
C 1.0099 2.4441 1.2255
C -1.9986 -0.5065 1.9450
O -1.5902 0.2619 2.8079
C -1.3726 -1.8682 1.7085
C 0.0366 -1.9301 2.2949
C 1.0929 -1.8932 1.2016
O 0.8776 -2.2531 0.0649
N 2.3035 -1.4612 1.6501
C 3.5138 -1.3765 0.9686
C 3.7167 -1.8628 -0.3211
C 4.9834 -1.7417 -0.8597
C 5.9887 -1.1400 -0.1159
C 5.6740 -0.6842 1.1524
N 4.4733 -0.8044 1.6886
H -0.2736 -1.2776 -1.6105
H 0.0235 0.2707 -2.3937
H -1.0162 -0.9230 -3.1729
H -1.5616 0.5842 -0.5713
H -2.3486 0.9191 -2.1089
H -3.1889 -1.5341 -3.2060
H -4.9462 -3.1750 -2.7463
H -5.8113 -3.4550 -0.4463
H -4.8983 -2.0483 1.3722
H -4.8334 0.8669 1.0177
H -3.8833 1.1673 2.5069
H -1.7135 2.0256 2.1364
H -0.9479 4.3463 1.6633
H -1.7132 4.1471 0.0632
H -0.3484 3.3717 -1.7145
H 1.6962 2.3518 -2.5590
H 4.9257 0.7023 -2.3749
H 3.2245 0.5588 -2.8814
H 3.9998 2.1677 -2.7820
H 2.8930 1.4330 1.4367
H 0.8148 2.4712 2.2878
H -1.3305 -2.0849 0.6396
H -2.0284 -2.6095 2.1705
H 0.1703 -1.0939 2.9849
H 0.1882 -2.8587 2.8498
H 2.3708 -1.1096 2.5968
H 2.9060 -2.3129 -0.8671
H 5.1844 -2.1147 -1.8539
H 6.9866 -1.0275 -0.5099
H 6.4137 -0.2035 1.7791
```



Run b
Entry from the OMol25 dataset: the molecule C27H30N4O4 (ωB97M-V/def2-TZVPD).

## Properties
- orbital gap (eV) = 7.73
- molecular weight (g mol⁻¹) = 474.6

Structure (XYZ):
```
65
C27H30N4O4, DFT ωB97M-V/def2-TZVPD
N -4.9620 -2.7420 -0.9781
C -4.5619 -1.4943 -0.6638
O -4.2122 -0.7015 -1.5160
C -4.6313 -1.1457 0.8172
C -3.4160 -0.3128 1.2515
N -3.4212 0.9418 0.5293
C -3.1582 2.1335 1.0927
O -3.0689 2.3111 2.2905
C -2.9493 3.2345 0.0524
C -1.7459 2.8780 -0.7774
C -1.9141 2.4128 -2.0579
C -0.8221 2.0225 -2.8445
C 0.4459 2.0990 -2.3454
C 0.6692 2.5641 -1.0332
C 1.9731 2.6442 -0.4998
C 2.1826 3.0582 0.7851
C 1.0922 3.4183 1.5900
C -0.1823 3.3754 1.0958
C -0.4365 2.9498 -0.2273
C -2.0902 -1.0047 1.0004
C -0.9089 -0.2529 1.1111
C 0.3145 -0.7845 0.8158
C 0.4744 -2.1228 0.3894
N 1.6614 -2.6633 0.0734
C 2.9663 -2.0441 -0.0507
C 3.0016 -0.9277 -1.1015
C 4.4359 -0.4390 -1.2845
C 5.0109 0.0447 0.0435
C 4.9755 -1.0752 1.0792
C 3.5442 -1.5631 1.2863
C -0.7222 -2.8920 0.3238
N -0.7571 -4.2429 -0.0722
O -1.8422 -4.7981 -0.1637
O 0.2960 -4.8336 -0.3225
C -1.9657 -2.3166 0.6294
H -4.9029 -3.0362 -1.9398
H -5.1760 -3.4390 -0.2873
H -5.5273 -0.5387 0.9691
H -4.7171 -2.0410 1.4312
H -3.4990 -0.0603 2.3175
H -3.4713 0.8373 -0.4784
H -3.8339 3.2966 -0.5827
H -2.8181 4.1856 0.5683
H -2.9068 2.3440 -2.4797
H -0.9978 1.6610 -3.8466
H 1.2956 1.8016 -2.9436
H 2.8059 2.3756 -1.1350
H 3.1840 3.1165 1.1879
H 1.2667 3.7381 2.6068
H -1.0042 3.6529 1.7361
H -0.9654 0.7714 1.4441
H 1.1792 -0.1537 0.9156
H 1.6025 -3.6447 -0.1900
H 3.6217 -2.8471 -0.4094
H 2.6108 -1.3136 -2.0456
H 2.3701 -0.0939 -0.7975
H 4.4574 0.3693 -2.0179
H 5.0532 -1.2534 -1.6710
H 6.0380 0.3853 -0.0996
H 4.4229 0.8902 0.4063
H 5.3816 -0.7195 2.0277
H 5.5994 -1.9047 0.7387
H 3.5245 -2.3876 2.0017
H 2.9471 -0.7506 1.6986
H -2.8164 -2.9727 0.5567
```



The least stable of the structures above is run b, whereas run a is the most stable.